Density functional theory data (ωB97M-V/def2-TZVPD) for 2 unconnected molecules or ions with the total composition C7H12N2 at a distorted geometry.

## Properties
Spin multiplicity: 1
Max |F|, eV/Å: 2.91
Energy above the lowest of the compared OMol25 structures with the same formula, charge and spin, kcal per mole: 126.6

The geometry in XYZ format:
```
21
Properties=species:S:1:pos:R:3:lowdin_charge:R:1
C 0.52642 0.69121 1.66398 -0.27
C 0.57563 1.74441 0.55099 -0.11
C 1.56167 -0.37729 1.48952 -0.21
C 2.49495 -0.68966 2.37948 -0.01
H 0.64826 1.17409 2.63765 0.10
H -0.46484 0.22635 1.65539 0.07
H 1.51744 -0.91750 0.54786 0.07
H 0.45123 1.27791 -0.42744 0.05
H 1.53266 2.26924 0.55133 0.07
H -0.22007 2.48024 0.67752 0.07
H 2.57548 -0.16662 3.32544 0.05
H 3.20384 -1.48873 2.20513 0.04
C -1.85112 -0.28013 -2.96364 0.06
C -1.11983 -0.74412 -1.87191 -0.46
N -0.04292 -1.32374 -1.59825 0.17
C -2.26292 -0.73224 -0.64777 -0.25
N -2.44489 -0.40196 0.46319 0.20
H 0.37661 -1.85364 -2.36002 0.08
H -3.00131 -1.06233 -1.52756 0.15
H -1.39409 -0.23963 -3.94541 0.07
H -2.66221 0.41412 -2.80547 0.07
```



Density functional theory data (ωB97M-V/def2-TZVPD) for a molecular structure, C19H28NPSr at a distorted geometry.

## Properties
Spin multiplicity: 1
Max |F|, eV/Å: 3.65
Energy above the lowest of the compared OMol25 structures with the same formula, charge and spin, kcal per mole: 0.0

The geometry in XYZ format:
```
50
Properties=species:S:1:pos:R:3:lowdin_charge:R:1
C 1.76376 0.82272 -3.67943 -0.10
C 2.43738 0.57356 -2.48036 -0.05
C 1.69695 0.20792 -1.31835 -0.30
C 0.32249 0.11603 -1.39989 -0.16
C -0.36879 0.37653 -2.57939 -0.35
C 0.36997 0.69934 -3.74009 -0.08
C 2.44635 -0.03064 -0.01444 -0.16
C 2.32628 1.08627 1.05836 -0.17
N 0.94474 1.57978 1.26407 -0.33
Sr -0.68149 -0.83275 1.00416 1.17
C -1.87527 0.23776 -2.72664 -0.29
P -2.82521 1.02355 -1.38203 0.81
H 3.52646 0.63138 -2.39489 0.10
H -0.15463 0.89209 -4.67251 0.09
H 2.35057 1.09062 -4.56961 0.10
H -2.17921 -0.82301 -2.69197 0.08
H -2.23289 0.72860 -3.64727 0.10
H 2.14678 -1.00812 0.43819 0.07
H 3.51861 -0.11901 -0.24214 0.11
H 2.68173 0.69061 2.02556 0.11
C -4.56022 0.59900 -1.55319 -0.23
C -2.59026 2.76877 -1.47599 -0.24
H 2.95184 1.93760 0.74323 0.12
C 0.61008 2.79720 0.51524 -0.09
C 0.50246 1.61210 2.66479 -0.13
H -2.59604 -1.21815 -0.34078 -0.11
H 1.19659 3.65041 0.88822 0.09
H 0.84113 2.64952 -0.55042 0.08
H -0.45915 3.01812 0.65141 0.07
H 0.97333 2.44824 3.20605 0.09
H -0.59248 1.78249 2.70301 0.08
H 0.78747 0.66594 3.17148 0.08
H -3.20597 3.19027 -2.30179 0.06
H -2.92037 3.25655 -0.54037 0.06
H -1.53542 3.04798 -1.66179 0.06
H -4.99087 1.14558 -2.39494 0.06
H -4.62222 -0.47546 -1.71872 0.04
H -5.04909 0.84153 -0.60356 0.06
H -2.45512 0.18633 -0.21050 -0.17
C 1.17385 -4.80722 3.36774 -0.12
C 2.04549 -3.73225 3.61499 -0.10
C 1.89595 -2.51647 2.90464 -0.18
C 0.90700 -2.47728 1.97149 -0.37
C -0.01776 -3.47200 1.69353 -0.23
C 0.14944 -4.69107 2.43298 -0.11
H 1.30605 -5.75075 3.92866 0.10
H 2.83565 -3.82485 4.35482 0.09
H 2.55929 -1.66281 3.09869 0.08
H -0.82915 -3.39751 0.94039 0.05
H -0.52610 -5.51503 2.24936 0.08
```



Density functional theory data (ωB97M-V/def2-TZVPD) for 2 unconnected molecules or ions with the total composition C6H5FNO2 at a distorted geometry.

## Properties
Total charge: -1
Spin multiplicity: 1
Max |F|, eV/Å: 3.74
Energy above the lowest of the compared OMol25 structures with the same formula, charge and spin, kcal per mole: 41.0

The geometry in XYZ format:
```
15
Properties=species:S:1:pos:R:3:lowdin_charge:R:1
C -0.90463 -1.16628 -0.32164 -0.22
C -1.45685 -0.94159 0.92869 -0.15
C 0.24899 -0.49061 -0.44810 -0.17
C -0.58745 0.00588 1.55714 -0.12
C 2.92119 -1.83699 2.11323 -0.46
C 1.62928 0.94688 1.06013 -0.20
N 0.48031 0.21402 0.70263 -0.16
O 2.94327 -2.21605 1.00689 0.15
O 3.02158 -1.55656 3.23935 0.16
F 1.10548 1.97031 2.01709 -0.22
H -1.27890 -1.76542 -1.10191 0.06
H -2.36020 -1.39299 1.42991 0.08
H 0.91999 -0.48663 -1.41720 0.14
H -0.75339 0.63478 2.48500 0.11
H 2.22671 1.37190 0.32432 0.00
```



Density functional theory data (ωB97M-V/def2-TZVPD) for a molecular structure, C17H20F11N3O4S3SeSn.

## Properties
Total charge: +2
Spin multiplicity: 1
Max |F|, eV/Å: 0.95
Energy above the lowest of the compared OMol25 structures with the same formula, charge and spin, kcal per mole: 4.1

The geometry in XYZ format:
```
60
Properties=species:S:1:pos:R:3:lowdin_charge:R:1
Sn -0.33234 -0.02467 -2.24681 1.11
F 4.19177 1.12748 -4.52415 0.20
C 3.07694 1.42516 -5.15486 -0.70
F 2.70572 0.43617 -5.94554 0.19
F 3.18848 2.54866 -5.81959 0.21
S 1.77841 1.66827 -3.85191 0.67
O 1.60676 0.28616 -3.25834 -0.58
O 2.20871 2.65034 -2.90971 -0.22
N 0.47820 1.95689 -4.69312 -0.28
S -0.72773 2.65049 -3.94351 0.68
O -1.94345 2.52869 -4.65921 -0.20
O -0.73104 2.10662 -2.52779 -0.53
C -0.33302 4.48873 -3.69509 -0.67
F -0.13287 4.71512 -2.41484 0.19
F -1.36773 5.16004 -4.13615 0.20
F 0.74304 4.77202 -4.39554 0.19
C -2.23182 4.22279 4.10561 -0.10
C -2.36827 2.95651 3.26548 -0.27
C -1.74144 3.11339 1.88392 -0.19
C -1.90141 1.88970 0.99242 -0.18
N -1.26079 0.69760 1.58305 0.05
C -0.15598 0.08699 1.20214 -0.67
S 0.78562 0.70391 -0.15611 0.74
N 0.31480 -0.93563 1.89076 0.04
C 1.58959 -1.65463 1.68656 -0.19
C 1.98359 -2.40702 2.94878 -0.19
C 2.40366 -1.53262 4.13324 -0.24
C 1.29785 -0.67885 4.76128 -0.11
H -2.69633 4.09709 5.08272 0.08
H -2.70641 5.07231 3.61251 0.08
H -1.18285 4.48135 4.26187 0.08
H -3.42738 2.70225 3.15535 0.12
H -1.90000 2.12538 3.80746 0.10
H -0.67617 3.34929 1.97594 0.13
H -2.21152 3.95398 1.36772 0.13
H -1.45499 2.07197 0.02131 0.06
H -2.95627 1.65282 0.84793 0.14
H -1.69665 0.36591 2.43451 0.16
H -0.21306 -1.23655 2.70058 0.14
H 2.36336 -0.93925 1.41529 0.11
H 1.47306 -2.34757 0.85079 0.10
H 2.82457 -3.04766 2.67827 0.12
H 1.16184 -3.07006 3.24699 0.12
H 3.23598 -0.89254 3.82727 0.12
H 2.79547 -2.20417 4.89766 0.12
H 1.02126 0.17390 4.13465 0.06
H 1.63856 -0.26495 5.70872 0.08
H 0.40536 -1.27621 4.97521 0.08
F -2.38540 -7.09403 -1.69444 0.24
C -1.60104 -6.08305 -1.89490 -0.07
C -0.58277 -6.17888 -2.84932 -0.12
F -0.44029 -7.28266 -3.54346 0.20
C 0.25210 -5.10881 -3.03487 -0.23
F 1.21172 -5.18817 -3.92060 0.16
C 0.08315 -3.91003 -2.28484 -0.47
Se 1.20242 -2.50204 -2.56824 1.10
C -0.96606 -3.85255 -1.33344 -0.24
F -1.14094 -2.74220 -0.62525 0.07
C -1.79464 -4.91211 -1.13325 -0.12
F -2.76131 -4.87110 -0.24114 0.18
```



Density functional theory data (ωB97M-V/def2-TZVPD) for 2 unconnected molecules or ions with the total composition C5H13PS2 at a distorted geometry.

## Properties
Spin multiplicity: 1
SMILES string: CCP(C)S.CC=S
Max |F|, eV/Å: 3.65
Energy above the lowest of the compared OMol25 structures with the same formula, charge and spin, kcal per mole: 35.8

The geometry in XYZ format:
```
21
Properties=species:S:1:pos:R:3:lowdin_charge:R:1
C 1.91279 -0.20828 -1.60841 -0.21
C -0.10085 -2.00986 3.95107 -0.18
C -1.62520 2.06848 -2.28424 -0.32
C 0.87622 0.68668 -2.31048 -0.53
C -0.42916 -1.43969 2.64548 -0.71
P -0.78320 0.55527 -1.46348 0.56
S -0.54061 1.42609 0.40157 0.39
S -0.31315 -2.17295 1.17837 0.67
H 2.29399 0.38261 -0.68997 0.09
H 1.33970 -1.08597 -1.29866 0.02
H 2.54439 -0.48811 -2.45710 0.06
H -1.07202 -2.11499 4.45024 0.09
H 0.53039 -2.88969 3.98332 0.07
H 0.66263 -1.42204 4.52855 0.10
H -2.44491 2.34553 -1.66391 0.01
H -0.96073 2.84203 -2.23833 -0.01
H -1.96408 1.77978 -3.21059 0.00
H 0.67915 0.19296 -3.26967 0.06
H 1.34048 1.75100 -2.29535 0.11
H -0.92602 0.29429 1.01410 -0.29
H -1.01980 -0.49311 2.63751 0.03
```



Density functional theory data (ωB97M-V/def2-TZVPD) for 2 unconnected molecules or ions with the total composition C5H11O2 at a distorted geometry.

## Properties
Spin multiplicity: 2
Max |F|, eV/Å: 2.31
Energy above the lowest of the compared OMol25 structures with the same formula, charge and spin, kcal per mole: 21.2

The geometry in XYZ format:
```
18
Properties=species:S:1:pos:R:3:lowdin_spin:R:1
C 1.26003 0.90430 0.81755 0.17
C 1.45338 0.42079 2.33044 0.10
O 0.50652 0.75347 3.06839 0.58
O 2.44964 -0.26290 2.41835 0.13
H 2.00434 1.63722 0.61001 0.01
H 0.27916 1.27029 0.51308 0.00
H 1.39201 0.05014 0.13260 0.01
C -1.60909 -0.43547 -3.08155 0.00
C -1.07401 -1.72706 -2.44137 0.00
C -2.33786 0.41376 -2.01501 0.00
H -0.87230 0.22417 -3.54032 0.00
H -2.40238 -0.73469 -3.81468 0.00
H -1.83922 -2.01176 -1.68874 0.00
H -2.75517 -0.18477 -1.21295 0.00
H -1.56064 1.08907 -1.61231 0.00
H -0.12740 -1.49704 -1.95951 0.00
H -1.22899 -2.55107 -3.16055 0.00
H -3.22374 0.98567 -2.29736 0.00
```